Computed, not measured: a structure of composition C22H22CuN5OS2, with the ωB97M-V functional and the def2-TZVPD basis.

As for the charge: +1. As for the multiplicity: 2. As for the expectation value of S²: 0.754. Its total energy is -98976.565 eV. The value obtained for the HOMO energy (spin up / spin down) is -11.3 / -11.3 eV. The energy relative to the best compared isomer or geometry (same formula, charge and spin) comes out at 0.0000 eV.

Last column: Löwdin charge in e.
Atoms and positions in Å:
Cu1 -0.388347 -1.562059 -0.151954  0.450
C1 4.692796 2.029976 -0.818732  -0.064
C2 4.349354 1.390862 0.514784  -0.198
N1 3.747264 0.059598 0.347542  -0.122
C3 4.678487 -1.064606 0.441537  -0.250
C4 4.833189 -1.563620 1.868391  -0.070
C5 2.441779 -0.076669 0.127382  -0.633
S1 1.845078 -1.709715 -0.005528  0.797
N2 1.766029 1.068821 0.002405  0.121
C6 0.476410 1.209084 -0.217030  -0.386
O1 -0.429391 0.314055 -0.278162  -0.113
C7 0.023115 2.606810 -0.470541  -0.135
C8 -1.245042 2.845272 -0.995522  -0.027
C9 -1.664771 4.141694 -1.240713  -0.067
C10 -0.822791 5.208639 -0.958943  -0.069
C11 0.442857 4.977217 -0.439991  -0.064
C12 0.868692 3.681133 -0.203516  -0.018
H1 5.168392 2.996266 -0.657497  0.081
H2 3.791067 2.181794 -1.408515  0.070
H3 5.382653 1.407517 -1.388856  0.077
H4 3.662137 2.012330 1.083970  0.110
H5 5.244898 1.242006 1.118973  0.119
H6 5.632275 -0.705226 0.052202  0.123
H7 4.343846 -1.859868 -0.222851  0.077
H8 5.177267 -0.765702 2.526147  0.078
H9 5.565485 -2.368773 1.905465  0.082
H10 3.886578 -1.940495 2.250602  0.063
H11 -1.888362 2.011563 -1.226871  0.105
H12 -2.646260 4.321035 -1.657137  0.107
H13 -1.151373 6.221293 -1.149350  0.108
H14 1.099492 5.807938 -0.222375  0.108
H15 1.853468 3.488999 0.195364  0.100
N3 -4.181764 -3.091897 -0.079419  0.202
C13 -4.653316 -1.826347 0.248505  -0.166
C14 -5.937631 -1.343391 0.472422  -0.004
C15 -6.035130 -0.009254 0.805433  -0.065
C16 -4.900120 0.812240 0.918309  -0.058
C17 -3.630327 0.328461 0.694764  0.005
C18 -3.519576 -1.015475 0.345752  -0.181
N4 -2.397250 -1.787323 0.075871  0.111
C19 -2.839741 -3.001227 -0.162059  -0.242
C20 -1.876379 -4.045770 -0.476089  -0.285
C21 -2.014951 -5.374594 -0.719232  -0.299
S2 -0.481941 -6.065129 -1.023472  1.121
C22 0.250859 -4.550635 -0.803114  -0.426
N5 -0.580113 -3.588130 -0.523256  -0.053
H16 -4.736019 -3.918137 -0.224955  0.176
H17 -6.811383 -1.973344 0.395479  0.117
H18 -7.010728 0.416431 0.990467  0.111
H19 -5.031384 1.849116 1.190938  0.111
H20 -2.754045 0.948058 0.783504  0.102
H21 -2.910604 -5.969525 -0.739872  0.087
H22 1.315289 -4.401316 -0.890652  0.075

Force components x, y, z for each atom (eV/Å):
0.2901 -0.1167 -0.0302
0.0065 0.0132 0.0025
-0.0505 0.0085 0.0527
-0.0266 -0.0256 0.0422
0.0076 -0.0235 -0.0683
0.0309 -0.0074 -0.0034
0.1039 0.0477 -0.0502
-0.2502 -0.0004 0.0103
0.0571 -0.0717 0.1019
-0.0900 -0.0928 -0.2881
-0.0875 0.2332 0.1322
-0.0074 -0.0059 0.0500
0.0482 0.0248 0.0403
0.0168 0.0070 -0.0019
-0.0257 0.0039 -0.0082
0.0153 -0.0265 -0.0052
-0.0290 0.0146 0.0270
0.0215 0.0314 0.0043
-0.0314 0.0064 -0.0143
0.0160 -0.0236 -0.0105
0.0264 -0.0077 -0.0296
-0.0065 0.0304 -0.0052
-0.0078 -0.0197 0.0106
0.0242 0.0169 0.0383
0.0076 0.0200 0.0128
0.0189 -0.0237 0.0035
-0.0440 -0.0150 0.0098
-0.0716 -0.0936 -0.0127
-0.0245 0.0042 -0.0141
-0.0103 0.0185 -0.0012
0.0163 0.0206 0.0053
0.0201 -0.0035 0.0081
0.1114 0.0862 0.0291
-0.0487 0.0145 0.0121
0.0624 0.0283 0.0041
0.0010 0.0145 0.0008
-0.0267 -0.0182 -0.0057
-0.0791 -0.0585 -0.0327
0.0090 0.0156 0.0382
-0.0598 -0.0152 -0.0157
-0.0057 -0.0930 -0.0501
-0.0601 -0.0909 0.0051
0.0419 0.1281 -0.0131
-0.0145 0.0140 0.0157
0.0308 0.0144 -0.0137
0.0167 -0.0714 -0.0022
0.0032 -0.0011 -0.0005
-0.0376 -0.0328 -0.0053
-0.0304 0.0164 0.0074
-0.0085 0.0454 0.0140
0.1147 0.0864 0.0039
-0.0592 -0.0353 0.0044
0.0747 0.0092 -0.0046



Computed, not measured: a cluster of 2 separate species, C10H17ClN2P in total in a non-equilibrium geometry, with the ωB97M-V functional and the def2-TZVPD basis.

As for the charge: +1. Its total energy is -35428.931 eV. The value obtained for the HOMO energy is -12.6 eV.

Last column: Löwdin charge in e.
Atoms and positions in Å:
C1 -3.644150 -1.845609 -1.062869  -0.050
C2 -2.929199 -1.536512 -2.201140  -0.042
C3 -3.237073 -1.441779 0.240410  -0.034
C4 -1.682651 -0.908640 -2.008685  -0.084
C5 -1.985530 -0.897052 0.410564  -0.141
C6 -1.273925 -0.577702 -0.731135  -0.374
C7 0.896055 2.922431 0.008240  -0.084
C8 -1.138956 1.960899 0.829781  -0.122
C9 1.160733 -0.196673 2.149515  -0.039
C10 1.107448 -2.020189 0.509789  0.038
N1 0.081661 1.689227 0.136514  -0.464
N2 1.111530 -0.830524 0.869608  -0.233
P1 0.417663 0.243304 -0.567624  1.106
Cl1 5.475989 -1.615843 -1.335109  0.133
H1 -4.657234 -2.255014 -1.091965  0.117
H2 -3.369086 -1.774897 -3.148437  0.111
H3 -3.910116 -1.559868 1.040662  0.100
H4 -1.112907 -0.575465 -2.826025  0.086
H5 -1.615969 -0.439831 1.286179  0.067
H6 1.154778 3.243450 0.992932  0.074
H7 1.856964 2.605193 -0.458493  0.090
H8 0.456331 3.712148 -0.547454  0.080
H9 -1.627980 2.813131 0.286773  0.120
H10 -1.920142 1.185917 0.826588  0.067
H11 -0.886467 2.291527 1.785148  0.071
H12 1.468951 0.869187 2.046657  0.107
H13 0.200835 -0.256228 2.603751  0.091
H14 1.811066 -0.695865 2.827260  0.098
H15 1.261491 -2.836982 1.162090  0.101
H16 0.892536 -2.527113 -0.494773  0.146
H17 6.228831 -0.434754 -1.185744  -0.134

Force components x, y, z for each atom (eV/Å):
-0.9187 0.6622 1.4141
0.5713 0.0172 1.1648
0.6386 -0.6366 -1.5528
-1.2602 -0.1093 0.4032
-0.9528 0.1193 -1.1077
2.2207 0.0813 0.0873
1.8597 -2.5821 -0.2782
-2.0202 1.2160 -1.7329
0.9636 0.6981 0.4795
0.0954 -3.0745 -0.7569
-0.1917 -0.0994 -0.5883
-1.7323 1.4549 -1.9156
-0.0572 0.4561 -1.6218
1.5217 2.4773 0.3370
0.4117 -0.0711 -0.4090
0.2491 0.0112 -0.4860
-0.6185 -0.2912 0.9178
0.7437 0.1577 -1.0673
-0.0568 -0.5216 1.3519
0.0458 0.5217 0.7622
-0.6173 0.4830 0.0734
-0.7527 0.4687 -0.5582
0.2719 -0.4430 0.6284
0.8718 0.5987 0.0907
-0.0265 0.5044 1.9627
-0.2648 -0.9133 -0.0519
-1.0233 0.1972 0.2045
0.8287 -0.4765 0.3940
0.5261 -0.5108 1.4301
0.2257 2.0778 0.7458
-1.5524 -2.4734 -0.3210



Computed, not measured: an isolated molecule of C18H25N3O2, with the ωB97M-V functional and the def2-TZVPD basis.

As for the charge: 0. Its total energy is -27637.490 eV. The value obtained for the HOMO energy is -8.7 eV. The energy relative to the best compared isomer or geometry (same formula, charge and spin) comes out at 1.8089 eV. The SMILES is Cc1nn(C)c(Oc2ccccc2)c1CCNC(=O)C(C)(C)C.

Last column: Löwdin charge in e.
Atoms and positions in Å:
C1 -0.627110 -3.604496 -0.638382  -0.029
C2 0.490044 -2.699223 -0.250851  -0.302
N1 1.308141 -3.054356 0.727158  0.118
N2 2.221873 -2.091791 0.841111  -0.132
C3 3.305115 -2.188591 1.776591  0.000
C4 2.007826 -1.115597 -0.071041  -0.244
O1 2.903673 -0.100177 -0.183003  0.076
C5 2.467796 1.199695 -0.063085  -0.251
C6 1.276088 1.548507 0.557239  -0.018
C7 0.926214 2.882178 0.666958  -0.070
C8 1.758484 3.868258 0.167953  -0.092
C9 2.952618 3.516543 -0.440701  -0.080
C10 3.311362 2.188010 -0.559038  -0.006
C11 0.880061 -1.456776 -0.802691  -0.119
C12 0.301120 -0.660167 -1.932070  -0.100
C13 -1.227381 -0.666279 -1.977883  -0.164
N3 -1.808297 -0.333532 -0.697255  0.085
C14 -2.941742 0.392185 -0.582274  -0.458
O2 -3.469690 0.920777 -1.538447  0.073
C15 -3.493892 0.508043 0.848975  -0.521
C16 -4.855228 1.201714 0.778594  -0.051
C17 -3.664922 -0.881436 1.473726  -0.041
C18 -2.533055 1.355814 1.687889  -0.038
H1 -1.599085 -3.168860 -0.411009  0.066
H2 -0.524066 -4.532397 -0.082532  0.079
H3 -0.587569 -3.821547 -1.704287  0.082
H4 4.239749 -2.418430 1.260784  0.094
H5 3.420699 -1.245843 2.313071  0.093
H6 3.067839 -2.989563 2.472780  0.090
H7 0.632353 0.776343 0.951971  0.104
H8 -0.001475 3.147957 1.150005  0.095
H9 1.479251 4.906960 0.254647  0.101
H10 3.608178 4.281166 -0.829407  0.105
H11 4.236203 1.894456 -1.030035  0.118
H12 0.657582 0.369278 -1.846949  0.113
H13 0.668150 -1.057954 -2.883332  0.125
H14 -1.586485 -1.649189 -2.304274  0.114
H15 -1.586471 0.079011 -2.691212  0.124
H16 -1.419988 -0.805466 0.102819  0.109
H17 -5.256598 1.354681 1.777758  0.084
H18 -5.554822 0.599493 0.204701  0.089
H19 -4.759034 2.163601 0.282613  0.086
H20 -4.200201 -0.793682 2.417208  0.087
H21 -4.241950 -1.526908 0.814500  0.092
H22 -2.709595 -1.360940 1.680265  0.074
H23 -2.940142 1.501366 2.686793  0.089
H24 -1.560904 0.877616 1.783768  0.065
H25 -2.396243 2.330707 1.225518  0.087

Force components x, y, z for each atom (eV/Å):
0.0612 0.0204 0.0254
0.2993 0.2642 0.1025
-0.1493 -0.6718 0.3021
-0.1764 0.6356 -0.5196
0.3333 0.0109 0.1985
-0.3981 -0.3984 0.0576
0.0648 -0.2685 -0.0642
-0.1372 0.5960 0.1326
0.1185 -0.3467 0.0156
0.0511 0.0733 -0.0269
-0.0468 0.1391 0.0183
-0.0388 0.0160 0.0118
-0.0319 -0.3739 0.0200
0.3971 0.3505 0.0347
-0.0703 -0.0739 -0.0190
0.0704 0.1037 -0.2282
0.4409 -0.2563 -0.0366
-0.0629 -0.0529 0.4744
-0.2417 0.1750 -0.2923
-0.2233 0.1227 0.0269
0.2267 -0.0571 -0.1174
0.0418 0.1569 -0.1052
-0.0907 -0.0924 -0.1090
-0.1240 -0.0023 -0.0359
-0.0402 -0.0707 0.0009
-0.0866 -0.0653 -0.0664
-0.0222 -0.0026 0.0635
0.0068 -0.0805 -0.0020
-0.0051 0.0652 -0.0380
-0.0652 -0.0554 0.0021
-0.0950 0.0130 0.0403
-0.0227 0.0930 0.0052
0.0597 0.0562 -0.0350
0.1087 -0.0337 -0.0633
-0.0475 -0.0396 -0.0971
-0.0209 0.0973 -0.0356
-0.0032 0.1030 -0.0518
0.0429 -0.1770 0.0429
-0.1029 0.0628 0.0767
-0.0100 -0.0202 0.1373
-0.1094 -0.0054 -0.0527
-0.0593 0.0734 -0.0328
-0.0279 -0.0020 0.0999
-0.0576 -0.1046 -0.0306
0.0866 -0.0974 0.0397
-0.0291 0.0136 0.1012
0.1411 -0.0292 0.0443
0.0452 0.1361 -0.0149



Number 3 is which compound?
C18H25N3O2